DFT (ωB97M-V/def2-TZVPD) results for a cluster of 9 separate species, C32H89N7O11 in total.

XYZ file:
```
139
Properties=species:S:1:pos:R:3:forces:R:3
C 20.011651 -20.876754 4.863014 0.908 1.105 2.087
C 20.556744 -19.535339 4.452128 -0.358 0.492 -1.671
O 20.238095 -18.389038 5.211020 0.158 -0.464 0.128
O 18.646155 -20.853063 4.746053 -2.120 -0.431 -0.803
H 20.106833 -21.108073 5.934400 0.943 0.130 -0.205
H 20.519486 -21.594159 4.257760 0.210 -0.941 -0.408
H 20.203630 -19.444448 3.372303 0.145 0.259 0.935
H 21.615659 -19.518784 4.352917 1.077 -0.267 0.219
H 19.303966 -18.219801 5.125405 -0.529 0.078 0.010
H 18.427847 -21.016741 3.822473 -0.514 -0.064 -0.427
C 16.859873 -19.184468 2.146782 -1.067 -0.817 -1.464
C 17.102920 -20.433413 1.223403 1.208 0.757 -0.071
O 17.274841 -21.600459 2.018166 -0.765 -0.411 0.217
O 15.541542 -19.272610 2.683760 0.513 0.801 -0.791
H 16.851657 -18.243272 1.626329 0.523 0.149 -0.598
H 17.609558 -19.100789 2.911338 0.460 -0.282 0.555
H 18.041130 -20.392585 0.645016 0.110 0.595 0.412
H 16.398398 -20.540259 0.386957 -0.511 -0.083 0.739
H 16.418502 -22.062348 2.154453 0.318 0.429 -0.022
H 15.648553 -19.771376 3.474912 -0.606 -1.271 1.426
C 17.469252 -25.887204 0.048627 -1.366 -0.243 -0.590
C 16.776951 -24.548304 -0.128617 0.450 -0.420 0.481
C 17.526705 -23.861243 -1.288303 -0.948 0.244 1.067
O 16.886880 -22.591695 -1.456966 0.073 -0.466 -0.416
C 17.415988 -21.840071 -2.542916 0.364 0.539 1.147
N 15.310316 -24.754672 -0.207467 1.047 0.562 -0.701
H 18.505435 -25.731995 0.152143 1.335 -0.088 0.509
H 17.325689 -26.451714 -0.867749 0.077 -0.169 -0.451
H 17.044062 -26.538388 0.799513 0.068 0.244 0.615
H 16.989292 -23.899554 0.737576 -0.248 -0.259 -0.097
H 17.528771 -24.447172 -2.194258 -0.387 -0.243 -0.640
H 18.596394 -23.863411 -0.959708 -0.514 0.869 -0.228
H 17.003701 -22.037824 -3.538046 0.166 -0.572 0.184
H 18.479561 -22.000275 -2.412790 0.543 0.203 -1.058
H 17.248846 -20.774312 -2.346687 -0.185 -0.165 0.126
H 15.130387 -25.491576 -0.895469 -0.108 0.361 0.164
H 14.952564 -23.872982 -0.579032 -0.315 -0.342 -0.119
C 19.941865 -11.101533 3.299111 -1.324 -0.048 0.895
C 20.717188 -12.408959 3.461104 -0.815 1.132 3.494
C 19.677117 -13.410734 3.937811 1.247 -2.272 -0.713
O 20.307319 -14.681815 4.254041 -0.120 0.217 0.001
C 21.051393 -14.685707 5.457188 -1.540 -1.171 0.663
N 21.347840 -12.756542 2.269273 1.300 -1.872 -2.038
H 19.028296 -11.291949 2.708213 0.524 0.097 -0.389
H 20.548239 -10.344918 2.867101 0.426 0.711 -0.606
H 19.475824 -10.670541 4.223595 0.870 -0.605 -0.340
H 21.480388 -12.288875 4.335266 -1.016 -0.118 -1.503
H 19.039909 -13.711629 3.079954 -0.070 0.601 0.576
H 19.141615 -13.110459 4.819061 -0.551 0.497 0.329
H 20.551668 -14.079636 6.235367 -0.120 -0.395 -0.063
H 22.003353 -14.259166 5.363862 1.666 0.579 -0.434
H 21.161274 -15.754750 5.791761 -0.210 1.069 -0.306
H 20.713430 -12.568853 1.474308 0.637 -0.546 0.509
H 21.687896 -13.774141 2.271094 -0.946 2.057 -0.119
C 19.105204 -17.238815 -2.299055 -0.070 -1.641 0.600
C 18.165350 -16.213403 -1.704823 -0.534 -0.663 1.991
C 16.687188 -16.631366 -1.563330 1.282 -0.296 -0.063
O 16.591654 -17.636848 -0.536816 0.230 0.079 -1.060
C 15.256330 -18.093576 -0.332681 0.419 1.364 -0.573
N 18.631945 -15.759449 -0.383908 -0.752 -0.111 0.531
H 19.235125 -18.168903 -1.585913 -0.604 1.563 -1.668
H 20.063835 -16.766612 -2.300057 0.896 0.263 -0.082
H 18.901507 -17.473179 -3.371842 -0.117 -0.253 0.931
H 18.168124 -15.324965 -2.268435 -0.082 0.973 -1.378
H 16.436171 -16.902646 -2.611797 -0.633 -0.583 0.725
H 16.097541 -15.770909 -1.255604 -0.190 0.190 -0.039
H 14.917221 -18.583921 -1.240512 -0.092 -0.347 0.117
H 14.659673 -17.182818 -0.201979 -0.439 -0.211 0.158
H 15.197563 -18.697539 0.568366 -0.050 -0.052 -0.338
H 18.172152 -16.304748 0.334698 -0.450 0.010 0.031
H 19.575297 -16.015667 -0.219639 1.264 0.028 -0.225
C 11.839831 -22.232083 2.366881 0.114 0.410 -2.161
C 12.939849 -22.600523 1.331500 0.210 0.320 1.503
C 13.440067 -21.421243 0.494569 -0.077 -0.826 1.006
O 12.340404 -20.849309 -0.142965 0.032 0.147 -0.931
C 12.588626 -19.584304 -0.748619 -1.453 -0.285 1.492
N 14.140542 -22.998224 2.104760 1.623 -0.914 -1.788
H 11.097554 -21.506525 1.997953 -0.081 -0.847 -0.358
H 12.248287 -21.693410 3.159273 1.221 0.731 1.568
H 11.438491 -23.145211 2.738566 -0.769 -0.558 0.322
H 12.586163 -23.435053 0.715367 -0.032 0.235 -0.176
H 14.240606 -21.855368 -0.130180 -0.229 0.475 -0.600
H 13.949608 -20.744766 1.197192 -0.244 0.214 -0.143
H 13.142111 -19.681621 -1.680279 0.410 0.307 0.234
H 12.924999 -18.927500 0.073828 0.822 -0.024 -0.824
H 11.602126 -19.162796 -0.943998 -0.100 -0.203 -0.491
H 14.683482 -23.745662 1.604341 -0.728 0.913 0.222
H 13.971537 -23.442145 2.967639 -0.883 -0.283 1.250
C 23.355323 -24.856965 3.973431 -2.295 1.026 -1.061
C 23.754304 -23.663987 3.004486 1.629 -1.282 1.404
C 22.770832 -23.327192 1.917033 -0.830 1.115 0.289
O 21.495782 -22.850299 2.461824 2.034 -1.155 0.460
C 20.906966 -21.979881 1.582927 -1.531 0.327 -1.793
N 24.084849 -22.499744 3.838925 -0.619 -1.117 0.256
H 22.368130 -24.581357 4.479165 1.452 -0.074 -0.087
H 24.126604 -25.168146 4.687183 -0.231 0.335 -0.340
H 22.994985 -25.689613 3.353066 0.600 -0.133 0.106
H 24.724266 -24.016675 2.534938 -1.039 0.508 0.100
H 22.624331 -24.133237 1.232918 -0.522 -1.040 -0.342
H 23.121879 -22.519523 1.257506 0.471 0.028 0.433
H 19.856145 -21.906823 1.851642 -0.251 0.120 0.131
H 20.890184 -22.425401 0.550149 0.140 0.548 0.557
H 21.301163 -20.943073 1.534167 0.335 -0.542 0.160
H 24.351138 -21.770069 3.201346 -0.244 0.772 0.270
H 23.231774 -22.307893 4.390157 0.790 0.545 -0.593
C 14.051563 -19.674556 6.364796 -0.767 -0.358 0.643
C 15.546412 -20.036313 6.095561 -1.929 -0.304 1.115
C 16.117285 -20.660991 7.378285 -0.652 -0.391 1.068
O 15.704621 -19.965714 8.640188 1.064 -0.764 -2.130
C 16.303211 -18.702152 8.604847 1.231 1.570 0.547
N 15.607956 -21.015699 5.014233 1.231 1.072 -0.558
H 14.015961 -18.733146 6.990706 -0.247 -1.144 -0.735
H 13.441434 -20.498368 6.898756 1.287 1.133 -0.522
H 13.498309 -19.540843 5.419422 0.454 0.332 0.230
H 16.001380 -19.063722 5.848368 0.387 -0.641 -0.228
H 17.210066 -20.741631 7.268590 -0.082 0.290 0.469
H 15.752113 -21.718359 7.471835 -0.016 1.009 -0.024
H 17.298740 -18.747731 8.115440 -0.455 0.017 -0.117
H 16.595073 -18.340857 9.622542 -0.802 -0.399 -0.483
H 15.715149 -17.883178 8.095896 0.293 -0.921 0.445
H 16.552611 -21.380123 4.872613 -0.251 0.176 0.230
H 15.017370 -21.791151 5.208288 -0.651 -0.570 0.162
C 15.329028 -26.394965 3.798229 2.028 -0.395 -0.687
C 16.139600 -25.772142 4.961504 0.124 -0.271 -1.787
C 16.507498 -24.336563 4.572558 0.059 -1.600 -0.028
O 17.370383 -24.394831 3.475699 2.056 0.968 -0.036
C 18.746571 -24.387171 4.023660 -1.700 -1.088 -0.289
N 15.239944 -25.635881 6.027964 -0.688 0.200 1.079
H 14.384244 -25.901180 3.612213 -0.110 0.237 -0.024
H 15.175227 -27.466433 3.932910 -0.263 -0.013 0.387
H 16.005614 -26.365082 2.911815 -0.795 0.278 0.304
H 17.074478 -26.421095 5.076124 -1.001 0.775 0.278
H 16.976601 -23.815165 5.382972 0.345 0.307 0.809
H 15.564575 -23.830243 4.418132 -0.178 0.260 -0.780
H 18.896015 -25.351663 4.558340 -0.007 0.925 0.233
H 18.903041 -23.475714 4.570262 -0.104 0.165 0.886
H 19.492944 -24.355246 3.281069 0.447 -0.087 -1.564
H 15.650415 -25.383410 6.896491 0.341 0.139 0.775
H 14.668637 -26.436625 6.135614 -0.567 -0.766 0.375
```
Forces are in eV/Å.

energy above the lowest of the compared OMol25 structures with the same formula, charge and spin	134.6	kcal per mole
E_LUMO	0.45	eV
strongest force on any atom	3.76	eV/Å
molar mass	748.1	g/mol
HOMO energy	-8.8	eV


DFT (ωB97M-V/def2-TZVPD) results for a structure of composition C32H90F2N9O13PbS2.

XYZ file:
```
149
Properties=species:S:1:pos:R:3:forces:R:3
Pb -2.364067 3.271885 -0.280838 1.115 -0.942 -0.373
N -0.731074 1.538744 -0.317594 -1.606 -2.719 -0.452
S 0.802959 1.510694 -0.023002 6.213 3.909 1.674
O 1.682949 1.307505 -1.140032 -1.603 -0.502 1.085
O 1.168559 1.010542 1.279190 -1.231 -0.002 -1.629
F 0.912555 3.122796 0.168361 -0.595 -0.489 -0.058
S -0.949430 -0.158792 -0.359865 -3.629 -2.156 -0.768
O -1.339859 -0.727617 0.899823 1.008 0.954 -0.987
O -0.155674 -0.881939 -1.305321 0.138 1.191 1.295
F -2.355632 -0.061923 -1.112446 2.373 -0.395 4.818
O -3.965057 1.676608 0.569820 -0.415 0.552 0.351
H -4.144445 0.772341 0.886500 0.422 0.036 -0.240
H -4.601905 2.236288 1.047194 -0.082 -0.357 -0.003
C -0.841883 2.232634 6.177538 0.449 0.186 0.873
C -0.174421 2.959146 5.009887 -0.873 0.805 -0.126
C 1.328764 3.271380 5.162540 -1.048 -0.441 0.750
O 1.863360 3.986039 4.087967 0.428 0.217 -0.704
C 1.347380 5.305252 3.949730 -0.611 -0.747 0.355
N -0.527974 2.291682 3.760623 0.140 -0.632 -0.666
H -0.642723 2.752729 7.120574 0.075 0.062 -0.087
H -0.510394 1.204276 6.336581 0.240 -0.020 -0.324
H -1.930440 2.191007 6.109455 0.027 0.118 -0.421
H -0.666696 3.941517 4.951552 0.055 -0.031 0.314
H 1.849798 2.319653 5.279394 0.374 0.130 -0.221
H 1.446190 3.855177 6.084719 0.058 -0.096 0.113
H 1.828239 5.820319 3.125923 0.266 -0.331 0.334
H 1.432509 5.861791 4.885196 0.250 0.127 0.051
H 0.278732 5.231699 3.731239 -0.100 0.260 -0.196
H 0.292362 2.113003 3.186400 0.027 0.144 0.099
H -0.923842 1.365798 3.965050 0.178 0.268 -0.133
C -0.866141 -2.432835 4.955564 0.509 -0.037 0.329
C -2.070959 -1.727778 4.376516 0.779 0.637 -0.017
C -2.999144 -1.329701 5.513958 -0.350 -1.371 -0.196
O -4.144967 -0.640511 5.044892 0.334 0.086 -0.158
C -5.175148 -0.626423 6.006340 -0.082 0.939 0.461
N -1.647766 -0.477803 3.685187 -0.936 -0.665 0.095
H -1.154835 -3.360072 5.452848 0.040 -0.039 -0.076
H -0.350994 -1.804638 5.687897 -0.192 0.070 0.069
H -0.094453 -2.650884 4.214346 -0.253 -0.140 -0.201
H -2.536004 -2.400974 3.647254 -0.417 -0.051 0.241
H -2.410551 -0.818698 6.281194 -0.200 0.623 -0.106
H -3.351313 -2.250251 5.996129 0.086 -0.137 0.012
H -5.628243 -1.599565 6.203973 0.171 -0.156 -0.151
H -5.943784 0.077443 5.686767 -0.051 -0.208 -0.316
H -4.808064 -0.195811 6.945041 0.088 -0.267 0.126
H -1.126836 -0.720919 2.847632 0.082 -0.016 0.364
H -2.550105 -0.158218 3.329721 0.270 0.525 -0.086
C -3.491355 -5.086870 1.786667 -0.302 -0.130 -0.183
C -1.997773 -5.009559 1.573390 0.820 1.249 1.922
C -1.372869 -6.228651 0.936244 -1.505 -0.445 -1.022
O -1.432707 -7.371142 1.763676 0.432 0.615 0.420
C -1.110636 -8.542284 1.054518 -0.039 -0.408 -0.016
N -1.644983 -3.795298 0.831242 0.959 0.262 -1.263
H -3.728195 -5.981796 2.361812 -0.089 0.035 -0.016
H -4.052577 -5.098865 0.848774 0.195 -0.192 -0.132
H -3.865718 -4.213119 2.324617 0.171 -0.023 0.184
H -1.531715 -4.900568 2.565516 -0.164 -0.380 0.193
H -0.377464 -6.031071 0.531766 0.198 -0.014 0.171
H -2.064683 -6.447378 0.107415 0.446 0.035 -0.533
H -0.048914 -8.647575 0.807867 0.072 0.402 -0.052
H -1.694759 -8.590068 0.130088 0.000 -0.135 -0.045
H -1.346365 -9.399706 1.682589 -0.212 0.100 0.048
H -0.635610 -3.687927 0.733824 0.015 -0.572 -0.057
H -1.859617 -2.885778 1.219170 -0.865 -0.440 0.558
C 0.218190 -4.659518 -2.695582 0.380 0.027 -0.211
C -1.204463 -4.496974 -3.200942 -0.028 -0.154 0.376
C -1.941226 -5.836173 -3.241285 -0.705 0.474 -0.811
O -1.424609 -6.691261 -4.232679 1.296 -0.392 0.430
C -2.031712 -7.977328 -4.224725 -0.610 1.156 0.253
N -1.950659 -3.541380 -2.339706 0.662 -0.235 -0.468
H 0.769161 -5.329177 -3.359357 0.121 -0.065 0.246
H 0.238345 -5.023851 -1.664495 -0.131 -0.347 -0.100
H 0.751379 -3.705572 -2.643026 -0.081 0.079 -0.285
H -1.185063 -4.070554 -4.207126 -0.055 -0.179 -0.090
H -2.969944 -5.626943 -3.569554 -0.193 0.081 0.656
H -1.925599 -6.304930 -2.249960 -0.066 -0.040 0.026
H -1.498485 -8.594036 -4.937849 -0.230 -0.053 -0.165
H -3.083270 -7.772552 -4.460896 -0.071 -0.708 -0.430
H -2.050655 -8.458719 -3.241123 0.410 0.093 0.109
H -1.695593 -3.782757 -1.378806 -0.485 0.113 0.096
H -1.417499 -2.690682 -2.511148 -0.316 0.277 0.232
C 1.095334 6.975417 0.994473 0.808 -0.397 -0.573
C 1.580374 7.330160 -0.407485 -1.299 1.655 -0.535
C 2.200397 6.215440 -1.175675 1.005 -1.374 -0.084
O 3.490867 5.969660 -0.636983 -0.167 -0.057 0.194
C 4.141267 4.900346 -1.267458 0.639 -0.196 -0.819
N 0.380359 7.818736 -1.147300 0.029 -0.854 0.307
H 0.466320 7.740642 1.445737 0.098 0.150 -0.076
H 1.957639 6.782092 1.631761 -0.170 0.052 -0.100
H 0.509730 6.061194 0.883259 -0.067 -0.115 0.286
H 2.275072 8.177767 -0.417173 0.419 -0.356 0.495
H 2.286852 6.398951 -2.256502 -0.074 0.468 0.078
H 1.661053 5.255770 -1.107466 -0.457 0.263 0.132
H 4.991012 4.558685 -0.680908 -0.161 0.119 0.323
H 4.562755 5.191335 -2.239372 -0.084 0.256 -0.034
H 3.508536 4.036571 -1.500784 -0.348 0.017 0.401
H 0.019407 8.586762 -0.596660 -0.181 0.200 -0.398
H 0.636333 8.137825 -2.073453 -0.048 0.232 0.075
C 2.343141 -0.880706 3.664056 -0.213 0.456 -0.304
C 3.275838 -1.619335 2.728522 1.120 0.937 0.712
C 3.350845 -0.890561 1.363915 0.636 -0.789 1.065
O 4.481321 -1.374364 0.660805 -0.719 -0.211 -0.545
C 4.537498 -0.833891 -0.645930 0.751 0.654 0.249
N 4.639884 -1.654170 3.346330 -0.639 -0.635 -1.079
H 1.362654 -0.803626 3.185473 -0.167 -0.018 0.377
H 2.697679 0.143507 3.817275 0.040 0.044 -0.143
H 2.289969 -1.313916 4.661372 -0.129 -0.334 -0.167
H 2.942920 -2.654034 2.630613 0.097 -0.034 -0.235
H 3.537557 0.164195 1.586050 -0.426 0.222 -0.195
H 2.418083 -1.062988 0.822172 0.050 0.203 -0.324
H 4.810929 0.230022 -0.628402 -0.203 0.110 0.223
H 3.585829 -0.895006 -1.176912 0.020 -0.401 -0.117
H 5.377199 -1.297768 -1.158961 -0.332 -0.375 -0.188
H 5.021303 -0.711107 3.388238 -0.258 0.117 0.114
H 5.155836 -2.065541 2.567551 0.570 -0.125 0.531
C 3.396754 2.018500 -5.685362 -0.849 0.638 -0.585
C 3.140604 2.446476 -4.255018 -0.639 -0.488 -0.600
C 1.612575 2.687080 -4.050697 -0.120 -0.416 0.046
O 0.903226 3.587330 -4.876783 0.184 0.243 -1.106
C 1.216274 4.940356 -4.696320 -0.077 0.856 1.317
N 3.534818 1.371977 -3.352881 -0.048 0.644 0.848
H 4.437606 1.978592 -5.994671 0.068 -0.081 0.272
H 2.868589 2.729572 -6.330274 0.257 0.020 -0.157
H 2.895401 1.068561 -5.887446 0.208 -0.170 0.136
H 3.720034 3.339592 -4.021021 0.054 0.030 0.119
H 1.364816 2.911332 -3.003101 0.377 0.185 0.122
H 1.134019 1.729080 -4.269363 0.115 -0.109 0.020
H 0.751181 5.290508 -3.759139 0.226 -0.076 0.179
H 0.799812 5.635724 -5.424877 -0.073 -0.714 -0.606
H 2.287699 5.144259 -4.618414 0.054 -0.196 -0.126
H 3.109453 1.641929 -2.470386 0.585 -0.382 0.210
H 3.073705 0.494439 -3.574550 -0.020 0.077 -0.392
C -2.970406 0.437349 -3.045287 -2.149 -1.430 -1.258
C -1.715615 0.875148 -3.712901 0.972 1.940 -0.236
C -1.415121 0.006338 -4.925355 -0.451 -1.691 0.444
O -0.207305 0.235192 -5.588849 0.251 1.309 0.575
C 0.010151 -0.561897 -6.714506 -0.651 -0.636 -1.004
N -1.814588 2.318803 -4.083844 0.037 -0.386 -0.428
H -3.862541 0.330702 -3.668308 0.240 0.542 -0.632
H -3.280747 1.010933 -2.168886 -0.229 0.934 -1.042
H -2.865424 -0.564080 -2.604005 -0.386 0.186 -1.822
H -0.892415 0.928425 -2.987936 0.060 -0.796 -0.183
H -2.295098 0.064020 -5.583257 0.156 0.281 -0.314
H -1.422840 -1.041293 -4.585605 -0.045 -0.070 0.108
H 0.413645 -1.552169 -6.482216 0.047 0.059 0.259
H 0.660482 -0.080990 -7.444492 0.259 0.276 0.447
H -0.925413 -0.721990 -7.267113 -0.072 -0.041 0.141
H -2.266877 2.313795 -5.001119 -0.408 0.481 0.280
H -0.880068 2.645828 -4.338564 -0.025 0.115 0.162
```
Forces are in eV/Å.

total charge	+1
energy above the lowest of the compared OMol25 structures with the same formula, charge and spin	88.9	kcal per mole
E_LUMO	-6.17	eV
strongest force on any atom	7.53	eV/Å
molar mass	1118.5	g/mol
HOMO energy	-10.7	eV